1.
Formula: C29H40BF4N5O3PRe
Source: the Open Molecules 2025 dataset
Level of theory: wB97M-V/def2-TZVPD

Summary:
Electronic energy: -67283.4556 eV
HOMO energy (alpha / beta): -10.14 / -10.80 eV
HOMO-LUMO gap (alpha / beta): 0.2600 / 0.2381 Ha
Expectation value of S²: 3.77
Max |F|: 1.643 eV Å⁻¹

Geometry as ORCA input:
```
! wB97M-V def2-TZVPD RIJCOSX def2/J DEFGRID3
* xyz 1 4
Re 0.32899 -0.74611 -0.14439
C 2.84902 -1.18726 4.10482
C 1.63988 -1.11915 3.13328
C 0.36977 -0.74749 3.92641
P 1.79099 -0.00422 1.66933
C 3.60061 0.18750 1.33810
C 4.23548 -1.12133 0.86437
C 3.85196 1.27874 0.28419
C 1.02863 1.56357 2.00066
C 1.45264 2.44819 3.03489
C 0.75534 3.61131 3.31672
C 1.29174 4.60828 4.32999
C -0.38609 3.91743 2.53310
C -0.74565 3.09953 1.48519
C -0.05250 1.89970 1.18434
N -0.40401 1.04826 0.12833
C -1.04079 1.70274 -0.98512
C -0.30557 2.57273 -1.82163
C 1.15630 2.92212 -1.53693
C -0.94820 3.12337 -2.91910
C -2.27823 2.81345 -3.21641
C -3.00459 3.55887 -4.31962
C -2.96544 1.95258 -2.39180
C -2.34810 1.35845 -1.27321
C -3.10453 0.43574 -0.32647
H 2.62578 -1.88861 4.89659
H 3.01634 -0.21697 4.58106
H 3.76339 -1.50042 3.62640
H 1.47384 -2.11371 2.70256
H 0.50643 0.14902 4.53136
H 0.15721 -1.55400 4.62611
H -0.49636 -0.61238 3.28991
H 3.99611 0.46083 2.31024
H 4.01263 -1.31384 -0.18684
H 3.97517 -1.99369 1.47017
H 5.31513 -1.01491 0.90101
H 3.49748 0.95064 -0.69274
H 4.92272 1.48443 0.23080
H 3.34023 2.20162 0.55440
H 2.34377 2.19182 3.61179
H 2.30684 4.35259 4.61508
H 0.66411 4.65214 5.24876
H 1.25575 5.62204 3.91257
H -0.97918 4.81375 2.64538
H -1.57030 3.34214 0.82656
H 1.76880 2.00711 -1.51597
H 1.23980 3.42227 -0.56537
H 1.57596 3.60327 -2.28387
H -0.39347 3.83515 -3.50886
H -2.76458 4.62803 -4.31990
H -4.06611 3.42848 -4.16230
H -2.76338 3.21712 -5.31997
H -4.04369 1.79232 -2.50510
H -4.13158 0.26870 -0.64819
H -3.20409 0.87630 0.67326
H -2.62383 -0.53189 -0.19699
N 1.58270 -2.56987 -0.53284
N 2.11732 -2.29361 -1.82680
C 1.82787 -1.12510 -2.50525
O 2.16987 -1.08934 -3.66382
O 1.20075 -0.17365 -1.81228
H 2.33131 -2.62579 0.16100
H 1.04976 -3.44000 -0.50468
H 2.58366 -3.03508 -2.31885
N -4.07609 -5.08731 -4.18579
C -2.91701 -5.24651 -3.53466
O -2.29915 -6.29061 -3.50333
C -2.34728 -4.04322 -2.82713
C -1.88091 -4.25253 -1.53430
C -1.29218 -3.22906 -0.85715
N -1.05760 -2.00511 -1.39850
C -1.54082 -1.77363 -2.62374
C -2.18714 -2.77208 -3.35808
H -4.42390 -5.88899 -4.70226
H -4.58701 -4.22707 -4.14690
H -1.94858 -5.22849 -1.07353
H -0.95960 -3.39362 0.15205
H -1.35440 -0.77723 -3.02952
H -2.51002 -2.51204 -4.35938
F -2.75149 -1.03823 2.74405
B -2.51045 -2.21390 2.18216
F -3.22095 -2.54541 1.10459
F -1.88857 -3.16817 2.85690
F -0.59867 -1.69070 1.35102
*
```



2.
Formula: C44H39Br3CsIN4O2S2Sb
Source: the Open Molecules 2025 dataset
Level of theory: wB97M-V/def2-TZVPD

Summary:
Electronic energy: -303305.7471 eV
HOMO energy: -4.62 eV
HOMO-LUMO gap: 0.2396 Ha
Max |F|: 1.487 eV Å⁻¹

Geometry as ORCA input:
```
! wB97M-V def2-TZVPD RIJCOSX def2/J DEFGRID3
* xyz -1 1
Cs -1.58392 0.51324 1.11259
C -1.97883 -2.31120 -2.56549
C -1.55940 -1.11989 -3.34942
N -1.44042 0.07328 -2.84195
C -1.09021 0.98883 -3.80121
C -0.92890 0.47635 -5.05513
S -1.22971 -1.20704 -5.02800
C -0.90284 2.39604 -3.41712
C -0.35533 3.35357 -4.22065
S -0.32115 4.84451 -3.39105
C -1.02842 4.10039 -2.02256
N -1.28577 2.82902 -2.16208
C -1.28175 4.86574 -0.77633
H -1.94373 -2.04919 -1.50775
H -1.32302 -3.16541 -2.74880
H -3.00378 -2.58651 -2.80790
H -0.66599 0.99891 -5.95893
H 0.02552 3.24020 -5.22062
H -1.70551 5.84970 -0.98475
H -0.35449 5.00329 -0.22013
H -1.96847 4.30315 -0.14727
C -2.71137 4.03528 3.23648
C -1.27222 4.28556 2.92500
C -0.65116 5.47709 3.36574
C 0.64444 5.72587 3.02791
C 1.35108 4.78689 2.24410
C 2.66024 4.99924 1.73493
Br 3.62605 6.57295 2.17609
C 3.21437 4.09531 0.87355
C 2.54544 2.91596 0.54160
Br 3.29520 1.82168 -0.80853
C 1.31988 2.54350 1.10093
O 0.73099 1.45230 0.93368
C 0.68014 3.59276 1.91331
N -0.61808 3.37212 2.24107
H -3.24038 4.96241 3.45969
H -2.82084 3.36530 4.09221
H -3.21444 3.52105 2.41728
H -1.22476 6.18146 3.95431
H 1.13555 6.64216 3.32629
H 4.18439 4.28645 0.43362
O -7.83973 1.53208 1.19575
C -6.86927 1.22640 0.30632
C -5.91595 2.15618 -0.11822
C -4.92464 1.73446 -0.97810
N -4.83928 0.48028 -1.43439
C -5.76826 -0.34958 -1.04746
Br -5.66384 -2.15841 -1.68324
C -6.82492 -0.06445 -0.19831
H -7.53559 2.27403 1.73322
H -5.92321 3.17305 0.24892
H -4.14560 2.41198 -1.31292
H -7.52489 -0.81933 0.12038
I -4.54718 0.62657 3.04892
C 2.27951 -1.40332 -2.82055
C 1.74583 -2.78868 -2.60970
C 1.69803 -3.68549 -3.67227
C 1.21975 -4.97894 -3.49762
C 0.79403 -5.39191 -2.24869
C 0.84986 -4.51030 -1.17990
C 1.31305 -3.21643 -1.34474
Sb 1.18668 -1.78459 0.23034
C 3.15467 -1.36258 0.94532
C 3.04860 -0.48440 2.02901
C 4.16896 0.03325 2.65226
C 5.42652 -0.30445 2.17841
C 5.54304 -1.16484 1.10690
C 4.42490 -1.70952 0.47753
C 4.66480 -2.65902 -0.66047
C 0.57042 -3.22127 1.68713
C -0.80360 -3.20217 1.90392
C -1.43160 -4.08378 2.77259
C -0.65309 -5.00142 3.45833
C 0.71857 -5.03529 3.25099
C 1.34795 -4.16522 2.36794
C 2.82211 -4.29378 2.13306
H 2.65629 -1.27470 -3.83517
H 3.09633 -1.18247 -2.12901
H 1.51061 -0.64302 -2.64834
H 2.03645 -3.36044 -4.64850
H 1.18740 -5.66091 -4.33838
H 0.42006 -6.39808 -2.10356
H 0.51484 -4.83667 -0.20059
H 2.07126 -0.17169 2.37840
H 4.05418 0.71855 3.48262
H 6.31576 0.10896 2.63804
H 6.52854 -1.42953 0.73798
H 5.27840 -3.50189 -0.32994
H 5.20698 -2.16850 -1.47332
H 3.74870 -3.06177 -1.06621
H -1.43643 -2.49050 1.37899
H -2.50261 -4.03381 2.91617
H -1.10880 -5.69726 4.15179
H 1.31741 -5.77125 3.77694
H 3.18855 -5.24582 2.51989
H 3.38522 -3.49058 2.61075
H 3.05583 -4.25001 1.06608
*
```



3.
Formula: C5H26N3O5
Source: the Open Molecules 2025 dataset
Level of theory: wB97M-V/def2-TZVPD

Summary:
Electronic energy: -20296.8755 eV
HOMO energy (alpha / beta): -16.24 / -16.22 eV
HOMO-LUMO gap (alpha / beta): 0.3746 / 0.2131 Ha
Expectation value of S²: 0.75
Max |F|: 2.707 eV Å⁻¹

Geometry as ORCA input:
```
! wB97M-V def2-TZVPD RIJCOSX def2/J DEFGRID3
* xyz 2 2
N 1.06380 -3.22633 0.83986
C 1.02226 -3.34212 -0.63068
C 0.30866 -2.06970 -1.40729
N -0.53946 -1.21939 -0.60245
C -0.33882 0.20014 -0.76129
C -1.15222 1.22784 0.06937
N -0.94978 1.03647 1.51036
C -2.01689 1.56246 2.36336
H 0.40768 -2.47435 1.17957
H 0.87121 -4.10963 1.30698
H 1.90454 -2.73150 1.14651
H 1.97115 -3.39268 -1.15089
H 0.38557 -4.16526 -0.93656
H 1.15028 -1.45407 -1.69694
H -0.28171 -2.59015 -2.15509
H -1.51543 -1.47685 -0.46346
H 0.71167 0.44512 -0.62536
H -0.75168 0.29997 -1.81091
H -0.92253 2.24727 -0.23608
H -2.19828 1.00881 -0.09863
H -0.05995 1.36996 1.85258
H -2.88144 0.89716 2.35430
H -2.29579 2.59651 2.15346
H -1.70508 1.53774 3.39796
H 2.16790 -0.61835 1.49748
H 3.50694 -0.35248 2.05850
O 3.04133 -1.02695 1.54995
H -0.58349 4.30781 -1.00047
H 0.77865 4.77031 -0.36012
O 0.37348 4.21859 -1.03352
H 1.24211 2.64549 -1.48397
H 2.16168 2.22512 -2.63956
O 1.46377 1.89515 -2.06884
H -2.92830 1.53885 -2.93091
H -3.34457 0.45946 -1.99045
O -2.56029 0.94814 -2.25873
H -0.11816 -1.55410 3.18072
H -0.62115 -0.58552 1.97851
O 0.01270 -1.32218 2.25577
*
```



4.
Formula: CH7NS
Source: the Open Molecules 2025 dataset
Level of theory: wB97M-V/def2-TZVPD

Summary:
Electronic energy: -13472.9088 eV
HOMO energy: -9.50 eV
HOMO-LUMO gap: 0.3335 Ha
SMILES string: CN.S
Max |F|: 4.266 eV Å⁻¹

Geometry as ORCA input:
```
! wB97M-V def2-TZVPD RIJCOSX def2/J DEFGRID3
* xyz 0 1
C -0.34907 1.03722 1.43092
N -0.23229 0.85663 -0.01810
H -0.89943 1.94599 1.62087
H -0.90777 0.23467 1.87371
H 0.60698 1.08946 1.96571
H 0.39052 1.57637 -0.33588
H 0.12696 -0.06275 -0.15866
S 0.32232 -2.24708 -1.99818
H 0.15906 -3.39897 -2.64235
H 0.78272 -1.03155 -1.73804
*
```



5.
Formula: C40H52MnN8O4SbSi3
Source: the Open Molecules 2025 dataset
Level of theory: wB97M-V/def2-TZVPD

Summary:
Electronic energy: -123921.7792 eV
HOMO energy (alpha / beta): -7.72 / -7.77 eV
HOMO-LUMO gap (alpha / beta): 0.2183 / 0.2442 Ha
Expectation value of S²: 6.24
Max |F|: 0.822 eV Å⁻¹

Geometry as ORCA input:
```
! wB97M-V def2-TZVPD RIJCOSX def2/J DEFGRID3
* xyz 0 5
Mn 1.06820 0.19888 -1.10054
O -3.69575 3.21972 -1.18412
C -3.26363 3.46589 -2.33011
O -3.53155 4.38215 -3.10023
C -2.26432 2.41679 -2.85326
C -2.54765 -0.11169 -2.23599
C -1.42247 -0.99873 -2.66482
N -0.20202 -0.18684 -2.61390
C 0.07294 1.85133 -3.12732
C -0.97077 2.86780 -3.50423
C 1.52431 2.25468 -2.88002
O 2.02805 3.28835 -3.23328
O 2.15541 1.31212 -2.19868
H -3.52220 -0.15084 -2.70290
H -1.44501 -1.71347 -3.47619
H -0.68607 3.90686 -3.57421
C -0.53522 -2.63958 1.29392
Sb -0.90072 -0.77072 0.32196
C 2.16444 -1.57424 -0.97512
C 1.75157 -2.71058 -1.80469
C 1.67466 -2.58413 -3.20440
C 1.42469 -3.70187 -3.96965
C 1.23145 -4.92634 -3.33668
C 1.29791 -4.95480 -1.95681
N 1.55146 -3.89111 -1.19722
Si 3.91038 -1.80175 -0.35780
C 3.98141 -3.07436 1.03094
C 4.95386 -2.47582 -1.76731
C 4.64931 -0.16588 0.22257
C -2.10500 -1.27900 -1.35325
C -0.49447 1.06900 -1.94166
C -1.99093 1.26151 -1.90198
C -2.07851 2.32396 -4.35818
C -1.80150 1.11921 -5.14621
C -0.77050 0.30820 -4.92177
N 0.16601 0.53195 -3.87848
Si -2.43403 0.80738 1.73449
C -1.59035 2.47723 1.67922
C -2.42026 0.00290 3.43158
C -4.14982 0.90517 1.02385
Si -3.24397 -2.79511 -1.32093
C -4.70607 -2.47440 -2.44585
C -2.30268 -4.28749 -1.93756
C -3.90847 -3.12750 0.40386
H 0.53918 -2.80536 1.34599
H -0.95583 -3.43257 0.68367
H -0.98182 -2.64325 2.28576
H 1.83919 -1.61674 -3.66113
H 1.38618 -3.62602 -5.04899
H 1.03443 -5.82977 -3.89579
H 1.13839 -5.88522 -1.42167
H 3.63731 -4.03469 0.64997
H 3.36209 -2.82354 1.88909
H 5.00566 -3.18961 1.38242
H 4.58776 -3.44936 -2.09175
H 5.98849 -2.59439 -1.44483
H 4.94388 -1.80977 -2.62921
H 4.60176 -0.04340 1.30604
H 4.15606 0.68465 -0.24641
H 5.70112 -0.12325 -0.05650
H -2.37967 1.62452 -0.94387
H -2.67980 3.08761 -4.83995
H -2.41905 0.94019 -6.01613
H -0.54037 -0.53551 -5.55879
H -0.51684 2.40819 1.49245
H -1.73012 3.01773 2.61498
H -2.04166 3.06858 0.87772
H -1.41171 -0.15101 3.81115
H -2.92002 -0.96359 3.41447
H -2.95347 0.63486 4.14065
H -4.16292 1.51075 0.11544
H -4.75680 1.43905 1.75996
H -4.62001 -0.05613 0.84447
H -4.40929 -2.33887 -3.48528
H -5.27605 -1.59813 -2.14152
H -5.37518 -3.33362 -2.40770
H -2.06177 -4.19362 -2.99596
H -2.90718 -5.18569 -1.81498
H -1.36536 -4.43709 -1.40736
H -4.40274 -2.25305 0.81770
H -3.15506 -3.45602 1.11180
H -4.65701 -3.91628 0.34072
C 2.01252 -0.33668 2.34169
C 2.14805 0.99808 1.71383
N 1.76611 1.32718 0.48749
C 2.10036 2.65586 0.30957
C 2.68146 3.12274 1.43727
N 2.71872 2.06627 2.31816
C 3.31490 2.12732 3.64179
N 2.74048 3.16662 4.44165
N 3.45131 4.29613 4.68607
N 2.75131 5.12165 5.34690
C 1.51289 4.56035 5.56569
C 0.39795 5.05805 6.24480
C -0.70804 4.24597 6.30464
C -0.71676 2.96901 5.70448
C 0.37087 2.46834 5.02787
C 1.49257 3.29639 4.97477
H 1.88007 -1.07860 1.55626
H 1.15986 -0.37540 3.02521
H 2.90912 -0.61221 2.89471
H 1.92842 3.17163 -0.61500
H 3.08764 4.08326 1.68811
H 4.37844 2.36279 3.55346
H 3.19791 1.15631 4.12524
H 0.41743 6.03597 6.69964
H -1.59469 4.58661 6.81789
H -1.61082 2.36733 5.77810
H 0.34805 1.49362 4.56606
*
```



6.
Formula: C3H8O3
Source: the Open Molecules 2025 dataset
Level of theory: wB97M-V/def2-TZVPD

Summary:
Electronic energy: -9372.1726 eV
HOMO energy (alpha / beta): -15.07 / -15.07 eV
HOMO-LUMO gap (alpha / beta): 0.3236 / 0.1790 Ha
Expectation value of S²: 0.76
Max |F|: 0.915 eV Å⁻¹

Geometry as ORCA input:
```
! wB97M-V def2-TZVPD RIJCOSX def2/J DEFGRID3
* xyz 1 2
O 0.20498 -1.53447 -1.71004
C -0.51702 -1.49479 -0.77126
C -0.33153 -0.63122 0.45916
C -0.86221 0.79167 0.12169
O -2.18607 0.70958 -0.37616
H -1.47568 -2.08015 -0.79175
H -0.97612 -1.00429 1.24514
H 0.72326 -0.62663 0.71238
H -0.88506 1.33882 1.06958
H -0.16613 1.35916 -0.51035
H -2.16252 0.87395 -1.33042
H 2.87563 0.09857 0.16671
H 2.52578 1.39942 0.99249
O 3.23268 0.80039 0.72285
*
```



7.
Formula: C12H12F5N5O6SSr
Source: the Open Molecules 2025 dataset
Level of theory: wB97M-V/def2-TZVPD

Summary:
Electronic energy: -57640.2815 eV
HOMO energy: -3.60 eV
HOMO-LUMO gap: 0.2931 Ha
Max |F|: 0.162 eV Å⁻¹

Geometry as ORCA input:
```
! wB97M-V def2-TZVPD RIJCOSX def2/J DEFGRID3
* xyz -2 1
Sr 1.09962 0.17842 -0.94383
N 2.30141 -0.43492 3.31270
N 1.99133 -1.65689 2.69344
C 2.88275 -2.61705 2.41797
N 2.34671 -3.77216 1.96787
S 4.54586 -2.43449 2.67013
H 2.48234 0.25386 2.57915
H 3.18139 -0.58293 3.80012
H 1.01040 -1.89466 2.64980
H 1.39129 -3.75269 1.59847
H 3.00728 -4.41622 1.57395
N 0.07918 2.65152 -0.38974
C 1.14647 3.45191 0.22849
C 2.11565 2.62585 1.09805
O 2.78444 3.24086 1.92154
O 2.15472 1.36978 0.85496
H -0.33296 3.14557 -1.17254
H -0.66274 2.47245 0.27848
H 0.77071 4.27754 0.83717
H 1.74462 3.88961 -0.57368
O -5.51505 -2.87376 1.05974
C -5.45170 -1.76144 0.50673
O -6.35836 -0.96380 0.19139
C -4.01893 -1.28613 0.14641
C -3.82381 -0.08019 -0.51602
C -2.53925 0.31512 -0.83692
N -1.45603 -0.41237 -0.55240
C -1.63808 -1.57788 0.08828
C -2.89204 -2.03633 0.46048
C -0.37104 -2.37834 0.38772
O -0.41808 -3.21578 1.30292
O 0.65207 -2.10279 -0.30990
H -4.68783 0.51974 -0.76698
H -2.35759 1.24945 -1.36135
H -3.00082 -2.97397 0.98577
F 1.00188 0.19212 -4.52992
C 1.48567 1.10305 -3.56806
F 2.82907 1.30528 -3.95453
C 0.81199 2.40888 -3.95899
F 1.29110 3.43513 -3.21539
F -0.51920 2.34610 -3.71179
F 0.93552 2.79252 -5.24969
*
```



8.
Formula: C4H7N
Source: the Open Molecules 2025 dataset
Level of theory: wB97M-V/def2-TZVPD

Summary:
Electronic energy: -5746.7144 eV
HOMO energy: -7.71 eV
HOMO-LUMO gap: 0.2802 Ha
Max |F|: 4.372 eV Å⁻¹

Geometry as ORCA input:
```
! wB97M-V def2-TZVPD RIJCOSX def2/J DEFGRID3
* xyz 0 1
N 2.17204 0.24561 -0.60796
C 0.94825 0.14390 0.10193
C -0.18574 0.28451 -0.62430
C -1.48523 -0.00099 -0.09629
C -1.73605 -0.59438 1.06958
H 2.81779 0.67914 0.06052
H 0.85430 0.46243 1.13657
H 1.66612 -0.82500 -0.05258
H -0.10057 0.71141 -1.61838
H -2.34102 0.28379 -0.69071
H -2.70651 -0.41911 1.51658
H -1.07618 -1.24788 1.61910
*
```



9.
Formula: C5H23NO5
Source: the Open Molecules 2025 dataset
Level of theory: wB97M-V/def2-TZVPD

Summary:
Electronic energy: -17283.9639 eV
HOMO energy: -8.49 eV
HOMO-LUMO gap: 0.3165 Ha
SMILES string: CC(C)N(C)C.O.O.O.O.O
Max |F|: 3.601 eV Å⁻¹

Geometry as ORCA input:
```
! wB97M-V def2-TZVPD RIJCOSX def2/J DEFGRID3
* xyz 0 1
C 1.21240 -1.17210 -1.22684
C -0.12049 -0.48533 -1.18097
C -1.29112 -1.37634 -1.63750
N -0.57750 0.07019 0.10412
C 0.26183 1.23225 0.50036
C -0.86432 -0.73008 1.22576
H 2.11650 -0.48718 -1.33139
H 1.24005 -1.87598 -2.01497
H 1.35162 -1.63372 -0.17242
H 0.08483 0.47389 -1.82368
H -1.21329 -1.71561 -2.65996
H -1.31017 -2.26260 -1.10344
H -2.30857 -0.95232 -1.34357
H 1.12152 1.22921 -0.20661
H -0.33702 2.15716 0.32745
H 0.56253 1.27800 1.54882
H -1.14066 -0.10840 2.10354
H 0.06303 -1.24924 1.55442
H -1.68504 -1.57971 1.15017
O 3.63972 2.18145 -0.79914
H 2.94176 2.87645 -1.13993
H 3.86629 1.85794 -1.67015
O -0.12102 -3.98588 0.46211
H -0.10819 -3.06664 0.33168
H 0.76219 -4.20649 0.66173
O -3.08870 1.86749 -1.09979
H -3.17304 1.63065 -2.03473
H -2.29786 1.30492 -0.94701
O -2.90545 2.22599 1.74059
H -2.28446 2.91212 1.83787
H -3.33015 2.20223 0.87651
O 3.39344 -0.35497 1.71212
H 3.60790 0.11410 0.90097
H 2.97911 0.32689 2.21386
*
```